1.
Molecular formula: C32H43BrFeN6O9P2
Method: DFT, ωB97M-V with the def2-TZVPD basis set

The geometry in XYZ format:
```
94
Properties=species:S:1:pos:R:3:forces:R:3
Fe -0.2885 1.0526 -0.7395 -0.028 0.028 -0.003
O -0.3052 -2.6607 -2.6843 -0.011 0.028 0.011
C 1.0039 -2.9978 -2.5396 0.004 -0.007 0.004
C 1.4289 -4.1826 -3.1300 -0.009 0.007 0.003
C 2.7425 -4.5971 -3.0028 0.006 0.000 0.006
C 3.6514 -3.8352 -2.2815 -0.001 -0.007 -0.001
C 3.2268 -2.6596 -1.6850 -0.008 0.011 -0.008
C 1.9102 -2.2203 -1.8066 0.034 0.008 0.007
C 1.4294 -0.9808 -1.0930 0.010 0.010 0.003
O 0.4419 -0.3010 -1.8132 0.006 -0.018 -0.018
N 2.5308 -0.0592 -0.8013 0.047 -0.032 0.029
N 1.9612 1.1729 -0.4417 -0.052 -0.047 -0.059
C 2.7712 2.0791 -0.0675 0.046 0.024 -0.019
C 2.3670 3.4449 0.2262 -0.011 0.023 0.018
Br 0.6950 3.9762 -0.4814 0.003 -0.003 0.008
C 3.1410 4.3341 0.8576 -0.001 -0.002 0.007
C 4.4307 4.0488 1.5008 -0.011 -0.011 -0.003
C 4.6532 2.8885 2.2440 0.002 -0.005 -0.009
C 5.8885 2.6526 2.8277 -0.005 -0.001 -0.003
C 6.9125 3.5762 2.6812 -0.001 0.001 0.001
C 6.6936 4.7465 1.9656 0.000 0.000 0.001
C 5.4585 4.9876 1.3901 0.005 0.005 -0.002
H -0.3885 -1.7076 -2.4720 0.004 -0.010 -0.024
H 0.7067 -4.7660 -3.6862 0.000 0.000 -0.002
H 3.0583 -5.5200 -3.4713 0.001 0.000 0.000
H 4.6789 -4.1554 -2.1797 0.000 -0.002 0.000
H 3.9269 -2.0766 -1.0995 0.003 -0.004 -0.002
H 1.0175 -1.2759 -0.1109 -0.007 0.010 -0.002
H 3.0911 0.0681 -1.6417 -0.014 0.000 -0.003
H 3.8352 1.8570 -0.0046 0.004 0.001 0.018
H 2.8024 5.3638 0.8929 0.000 0.003 -0.001
H 3.8424 2.1868 2.3986 -0.002 0.003 -0.003
H 6.0478 1.7535 3.4081 0.000 0.000 0.000
H 7.8758 3.3936 3.1381 0.001 0.000 0.000
H 7.4865 5.4746 1.8616 0.000 0.001 0.000
H 5.2876 5.9031 0.8372 0.001 0.001 -0.001
C -0.7432 2.7263 3.8396 -0.002 -0.008 0.002
N -0.4495 1.2935 3.7747 0.008 0.028 -0.007
C -0.5080 0.6005 5.0583 -0.007 -0.004 -0.005
P -0.5386 0.4683 2.3836 -0.010 0.027 -0.029
O -0.2862 1.4276 1.2530 0.004 -0.041 0.032
O -1.9975 -0.1817 2.2394 0.016 0.025 0.075
P -2.7739 -0.5004 0.8382 -0.082 0.016 0.011
O -1.7770 -0.2678 -0.2566 0.037 -0.031 -0.027
N -4.0945 0.4205 0.9886 0.015 -0.028 -0.041
C -5.2569 0.1682 0.1248 -0.008 0.000 0.018
C -4.0306 1.8036 1.4736 0.011 0.008 0.004
N -3.2406 -2.0461 0.8288 0.017 0.001 -0.025
C -4.2461 -2.5541 1.7571 0.012 -0.002 0.012
C -2.6622 -3.0467 -0.0699 -0.001 -0.005 -0.018
N 0.4514 -0.8169 2.4538 -0.011 -0.011 0.026
C 0.0733 -2.2253 2.4539 0.013 0.013 -0.005
C 1.8811 -0.5653 2.6370 -0.010 -0.011 0.002
H -0.0276 3.2042 4.5096 -0.002 -0.002 0.004
H -1.7506 2.9010 4.2260 0.001 0.008 -0.002
H -0.6506 3.1716 2.8529 -0.005 -0.003 -0.001
H 0.1935 1.0655 5.7517 -0.001 -0.002 0.002
H -0.2331 -0.4460 4.9382 0.002 -0.003 0.000
H -1.5113 0.6522 5.4881 0.002 -0.004 -0.001
H -5.2109 -0.8351 -0.2935 0.003 -0.004 -0.003
H -5.2792 0.8918 -0.6897 0.003 0.001 0.008
H -6.1645 0.2584 0.7230 -0.002 -0.003 0.002
H -3.2189 1.9219 2.1873 -0.006 0.002 0.002
H -4.9679 2.0297 1.9827 0.003 0.005 0.006
H -3.8920 2.4933 0.6399 -0.003 -0.004 0.002
H -4.6080 -1.7569 2.4024 -0.004 -0.001 -0.004
H -3.8175 -3.3432 2.3786 0.000 -0.001 0.001
H -5.0909 -2.9701 1.2043 -0.002 0.000 0.005
H -1.9661 -2.5887 -0.7663 -0.018 -0.006 0.013
H -3.4618 -3.5247 -0.6386 0.009 0.001 -0.009
H -2.1388 -3.8157 0.5037 -0.011 0.001 0.015
H -0.9992 -2.3384 2.3281 -0.003 0.000 0.005
H 0.3674 -2.6930 3.3969 0.003 -0.005 -0.002
H 0.5795 -2.7467 1.6378 -0.001 -0.005 -0.003
H 2.0788 0.5055 2.6071 0.002 0.003 -0.003
H 2.4509 -1.0418 1.8365 0.003 0.007 0.001
H 2.2180 -0.9566 3.6001 -0.001 0.001 -0.001
O -3.6056 2.1510 -1.7121 -0.004 -0.003 -0.013
C -2.6003 1.7128 -2.2247 0.052 0.034 0.033
O -1.3842 2.0854 -1.8007 -0.025 -0.002 -0.026
C -2.6092 0.7042 -3.3179 -0.013 -0.007 -0.002
C -3.7851 0.0045 -3.5577 -0.001 -0.001 -0.002
C -3.8356 -1.0450 -4.4764 -0.004 -0.004 0.001
C -2.6652 -1.3471 -5.1287 -0.008 0.009 -0.006
O -2.4422 -2.3088 -6.0648 0.011 0.002 0.010
C -1.0196 -2.3494 -6.2164 0.004 -0.002 0.004
O -0.5115 -1.1090 -5.7332 -0.010 -0.005 0.010
C -1.4975 -0.6258 -4.9181 -0.002 0.007 0.008
C -1.4324 0.4061 -4.0252 0.005 -0.006 -0.011
H -4.6714 0.2842 -3.0050 0.002 0.001 -0.002
H -4.7446 -1.5979 -4.6655 0.000 -0.001 -0.002
H -0.7711 -2.4613 -7.2678 -0.003 0.002 -0.003
H -0.6206 -3.1650 -5.6052 0.004 -0.002 -0.012
H -0.5174 0.9540 -3.8621 0.001 0.005 -0.001
```
Forces are in eV/Å.

Properties
**E_LUMO (alpha / beta)**: -2.89 / -3.48 eV
**DFT total energy**: -6771.3401 a.u.
**Relative energy (zero: lowest compared OMol25 entry of this formula, charge and spin)**: 78.6 kJ/mol
**Net charge**: +1
**Frontier orbital gap (alpha / beta)**: 7.14 / 6.55 eV
**Highest occupied orbital energy (alpha / beta)**: -10.03 / -10.03 eV
**2S+1**: 6

Löwdin atomic charge list, values in e, 5 entries: Fe 1.01; O 0.04; C -0.25; C -0.01; C -0.07

***

2.
Molecular formula: C32H43BrN7O2RhS2
Method: DFT, ωB97M-V with the def2-TZVPD basis set

The geometry in XYZ format:
```
88
Properties=species:S:1:pos:R:3:forces:R:3
Rh 0.7809 0.1694 0.6375 -1.192 -0.276 -0.490
C -1.9079 5.3532 -0.2435 0.008 0.028 -0.009
C -2.7789 4.2133 0.2561 0.022 0.012 0.034
N -2.0852 3.3054 1.1742 -0.036 -0.048 -0.053
C -1.2230 2.3661 0.7747 -0.017 -0.036 -0.014
S -0.7543 1.1736 1.9816 0.012 0.328 0.403
N -0.7837 2.3870 -0.4608 -0.051 -0.205 -0.002
N 0.0240 1.3268 -0.7549 0.187 0.532 -0.102
C 0.5864 1.2789 -1.9146 -0.003 -0.258 -0.060
C 0.4027 2.3540 -2.9251 -0.025 0.001 -0.003
C 1.3866 0.0544 -2.1635 -0.285 -0.022 0.068
C 1.6596 -0.4187 -3.4351 0.089 0.009 0.000
C 2.2153 -1.6826 -3.5830 -0.002 0.030 0.002
C 2.4695 -2.4453 -2.4581 0.019 -0.013 0.000
C 2.1873 -1.9036 -1.2156 0.259 0.090 0.101
N 1.6844 -0.6822 -1.0691 0.108 0.249 -0.065
H -2.4949 6.0042 -0.8908 -0.003 0.012 0.007
H -1.0681 4.9702 -0.8217 -0.012 -0.011 -0.004
H -1.5304 5.9520 0.5862 0.001 -0.006 0.007
H -3.1622 3.6281 -0.5813 0.024 0.002 -0.007
H -3.6327 4.6046 0.8068 -0.017 -0.004 -0.025
H -2.4110 3.2456 2.1240 0.019 0.021 0.007
H 0.9243 3.2451 -2.5652 -0.040 0.010 -0.011
H -0.6492 2.6132 -3.0320 -0.013 -0.014 0.013
H 0.8151 2.0825 -3.8913 -0.007 0.016 -0.004
H 1.4157 0.1738 -4.3033 0.001 -0.010 -0.006
H 2.4281 -2.0700 -4.5699 -0.004 0.001 -0.006
H 2.8835 -3.4405 -2.5307 0.006 -0.001 0.000
H 2.3913 -2.4510 -0.3036 -0.023 -0.008 0.011
Br 5.9899 -0.2194 2.8031 0.010 -0.020 0.004
C 4.1852 -0.6504 3.0790 0.013 -0.040 -0.011
C 3.7191 -1.0526 4.3193 -0.006 0.017 0.007
C 2.3678 -1.3320 4.4469 0.016 -0.036 -0.035
C 1.5395 -1.1774 3.3518 -0.017 -0.073 -0.027
N 1.9920 -0.7842 2.1536 -0.176 0.147 0.172
C 3.3016 -0.5400 2.0210 0.003 -0.175 -0.157
H 4.3935 -1.1416 5.1602 0.005 -0.014 -0.004
H 1.9539 -1.6612 5.3894 -0.001 0.013 0.007
H 0.4820 -1.3834 3.4232 -0.020 0.077 0.018
H 3.6501 -0.2485 1.0397 -0.025 0.118 0.024
C 3.5828 5.6489 2.9873 -0.004 -0.025 -0.009
N 3.0284 4.3091 2.8767 -0.048 -0.017 0.042
N 2.7750 3.6977 1.6718 0.084 0.143 0.089
C 2.2459 2.4719 1.9053 0.037 -0.203 -0.076
O 2.0241 1.7130 0.8904 0.390 -0.057 -0.363
C 2.1533 2.3186 3.2975 0.105 -0.022 0.038
C 2.6564 3.4765 3.8586 -0.090 0.036 -0.027
C 2.7880 3.8568 5.2906 0.012 -0.010 -0.003
C 3.0887 4.3055 0.4160 0.010 -0.004 0.026
C 4.4092 4.3604 -0.0040 -0.028 -0.027 -0.030
C 4.7062 4.9949 -1.2005 -0.012 -0.005 -0.015
C 3.6875 5.5574 -1.9597 0.026 -0.012 0.003
C 2.3688 5.4841 -1.5311 -0.031 -0.013 0.006
C 2.0613 4.8552 -0.3331 0.014 0.008 -0.006
H 3.4364 6.1763 2.0495 -0.015 -0.001 0.000
H 4.6467 5.6115 3.2182 0.007 0.011 -0.015
H 3.0522 6.1803 3.7736 0.024 0.005 0.008
H 1.7739 1.4682 3.8321 -0.052 0.007 0.008
H 2.4475 3.0400 5.9213 0.006 -0.002 0.000
H 2.1847 4.7366 5.5186 -0.003 0.001 0.003
H 3.8236 4.0840 5.5455 0.002 0.002 0.001
H 5.1890 3.9111 0.5983 -0.001 0.010 0.009
H 5.7314 5.0517 -1.5395 0.002 0.007 -0.001
H 3.9249 6.0606 -2.8873 0.000 -0.001 -0.005
H 1.5801 5.9303 -2.1230 -0.003 0.007 0.001
H 1.0420 4.7896 0.0266 -0.002 0.007 -0.007
C 1.3124 -4.5870 1.5337 0.028 -0.018 -0.024
C -0.1952 -4.7646 1.6472 -0.013 -0.020 0.030
C -1.0059 -3.8746 0.7108 -0.187 0.152 -0.349
S -0.8625 -2.1427 1.2375 -0.144 -0.818 0.798
O -0.9421 -1.1913 0.0373 1.115 0.211 0.351
C -2.3819 -1.9881 2.2146 -0.171 0.147 -0.289
C -3.6157 -1.6049 1.4000 0.029 0.006 0.015
C -4.2334 -2.7213 0.5663 0.012 0.002 -0.034
H 1.8301 -5.1891 2.2791 -0.005 -0.011 -0.005
H 1.6119 -3.5473 1.6879 -0.006 0.008 0.008
H 1.6670 -4.9085 0.5524 -0.007 0.034 -0.017
H -0.5247 -4.6091 2.6794 0.016 0.023 -0.001
H -0.4616 -5.7956 1.4076 -0.005 -0.006 0.036
H -2.0556 -4.1562 0.7070 -0.007 0.007 -0.069
H -0.6409 -3.9030 -0.3184 0.082 0.004 0.030
H -2.1734 -1.2143 2.9527 0.069 -0.009 -0.008
H -2.4795 -2.9467 2.7303 -0.028 -0.008 0.004
H -3.3454 -0.7654 0.7555 -0.033 0.040 0.034
H -4.3483 -1.2219 2.1126 -0.008 -0.042 0.015
H -3.6391 -2.9457 -0.3206 0.017 -0.010 0.009
H -5.2218 -2.4251 0.2187 0.006 0.010 -0.016
H -4.3555 -3.6394 1.1448 -0.015 0.008 0.013
```
Forces are in eV/Å.

Properties
**E_LUMO**: -5.51 eV
**DFT total energy**: -5259.4482 a.u.
**Relative energy (zero: lowest compared OMol25 entry of this formula, charge and spin)**: 99.6 kJ/mol
**Net charge**: +2
**Frontier orbital gap**: 7.62 eV
**Highest occupied orbital energy**: -13.13 eV
**2S+1**: 1

Löwdin atomic charge list, values in e, 5 entries: Rh 0.96; C -0.08; C -0.22; N 0.00; C -0.70